# C6H8ClP

A single C6H8ClP molecule at a distorted geometry (wB97M-V/def2-TZVPD, the OMol25 dataset).

Results
E_LUMO = 0.59 eV
Kohn-Sham gap = 8.868 eV
E_HOMO = -8.28 eV
Energy above the lowest of the compared OMol25 structures with the same formula, charge and spin = 10.4 kJ/mol
SMILES = CC1=P(C)=C(Cl)C=C1

Each line ends with the Löwdin charge.
Element x y z (Å)
C1 1.99501 -0.26660 -0.85794  -0.116
C2 0.53685 -0.38934 -0.54638  -0.525
P1 -0.57659 1.02930 -0.83261  1.001
C3 -0.13921 1.90028 0.74973  -0.318
C4 -2.09068 -0.29542 -0.00883  -0.794
Cl1 -3.71321 0.12764 0.18104  0.609
C5 -1.47569 -1.45215 0.21843  -0.222
C6 -0.05348 -1.47963 -0.03260  -0.151
H1 2.59849 -0.40345 0.03893  0.079
H2 2.21148 0.71931 -1.26707  0.059
H3 2.29996 -1.01617 -1.58894  0.078
H4 -0.04835 1.18549 1.56447  0.042
H5 -0.89329 2.64549 0.99037  0.026
H6 0.82032 2.39014 0.59312  0.027
H7 -1.98482 -2.33433 0.57884  0.100
H8 0.51323 -2.36058 0.21944  0.106